Model one:
The following is a quantum chemistry calculation of a cluster of 3 separate species, C2H12N2O2 in total, from OMol25.

Computed properties:
- Net charge: 0
- Highest occupied orbital energy: -9.38 eV
- SMILES: NCCN.O.O

Last columns: bonded neighbours and bond lengths (Å).
Element x y z (Å)
1 O -3.0061 -3.3928 0.2278  H11 0.990, H12 0.990
2 O 4.0364 -0.8269 0.5354  H14 0.948, H17 0.987
3 N -0.2787 2.8698 0.4950  C5 1.421, H7 0.991, H13 1.056
4 N -0.4525 -0.6350 -0.6257  C6 1.558, H8 1.060, H18 1.083
5 C -0.7350 1.5471 0.2446  N3 1.421, C6 1.519, H9 1.108, H10 1.075
6 C 0.3607 0.6591 -0.3209  N4 1.558, C5 1.519, H15 1.056, H16 1.214
7 H -0.0749 2.9347 1.4629  N3 0.991
8 H -1.2710 -0.4429 -1.2715  N4 1.060
9 H -1.4037 1.5877 -0.6379  C5 1.108
10 H -1.2457 1.1546 1.1048  C5 1.075
11 H -2.0753 -3.1902 0.4989  O1 0.990
12 H -2.5908 -4.2918 0.2417  O1 0.990
13 H -1.1403 3.4748 0.4158  N3 1.056
14 H 4.6475 -1.2566 -0.0491  O2 0.948
15 H 1.2084 0.4963 0.2867  C6 1.056
16 H 0.7266 1.1394 -1.3743  C6 1.214
17 H 3.3641 -0.3659 -0.0214  O2 0.987
18 H -0.0696 -1.4613 -1.2127  N4 1.083

Löwdin population analysis, charges in e, atoms 1 to 2: O -0.101; O -0.065

=====

Model two:
The following is a quantum chemistry calculation of a cluster of 3 separate species, C2H12N2O2 in total, from OMol25.

Computed properties:
- Net charge: 0
- Highest occupied orbital energy: -9.73 eV
- SMILES: CNCN.O.O

Last columns: bonded neighbours and bond lengths (Å).
Element x y z (Å)
1 O 3.0334 -2.1044 -1.1316  H8 1.041, H12 1.013
2 O -3.4984 0.8118 0.6383  H7 0.943, H15 0.968
3 N 0.8351 -1.1646 0.4043  C5 1.524, H17 0.976, H18 1.068
4 N -0.6652 0.7940 -0.1613  C5 1.437, C6 1.511, H9 1.015
5 C 0.3557 -0.1192 -0.5957  N3 1.524, N4 1.437, H10 1.088, H16 1.110
6 C -0.1607 1.8839 0.7548  N4 1.511, H11 1.121, H13 1.076, H14 1.032
7 H -3.5651 0.5889 -0.2751  O2 0.943
8 H 2.1407 -1.9969 -0.6071  O1 1.041
9 H -0.9832 1.3597 -0.9423  N4 1.015
10 H -0.0279 -0.5591 -1.5143  C5 1.088
11 H 0.5747 2.5224 0.1991  C6 1.121
12 H 3.8057 -2.2532 -0.4936  O1 1.013
13 H -1.0483 2.4501 0.9791  C6 1.076
14 H 0.3642 1.5265 1.5688  C6 1.032
15 H -2.6060 0.6511 0.9783  O2 0.968
16 H 1.2769 0.4901 -0.7064  C5 1.110
17 H 1.3229 -0.7331 1.1307  N3 0.976
18 H 0.1060 -1.6995 0.9732  N3 1.068

Löwdin population analysis, charges in e, atoms 1 to 2: O -0.179; O -0.069

=====

Stability verdict: model two, ahead by 0.0347 hartree

=====

Model one:
The following is a quantum chemistry calculation of an isolated molecule of C3H4Cl2, from OMol25.

Computed properties:
- Net charge: 0
- Highest occupied orbital energy: -10.09 eV
- SMILES: C=C(Cl)CCl

Last columns: bonded neighbours and bond lengths (Å).
Element x y z (Å)
1 Cl -1.4501 -1.8116 -0.0709  C5 1.888
2 Cl 2.0660 -1.2700 -0.4108  C4 1.762
3 C -1.2090 0.7001 -0.5806  C5 1.318, H7 1.254, H8 1.196
4 C 1.0715 -0.0971 0.4484  Cl2 1.762, C5 1.588, H6 1.115, H9 0.981
5 C -0.4280 -0.2248 -0.0596  Cl1 1.888, C3 1.318, C4 1.588
6 H 1.2133 -0.1676 1.5522  C4 1.115
7 H -0.4738 1.7044 -0.4313  C3 1.254
8 H -2.3616 0.4321 -0.7530  C3 1.196
9 H 1.5717 0.7345 0.3055  C4 0.981

Löwdin population analysis, charges in e, atoms 1 to 2: Cl 0.477; Cl 0.566

=====

Model two:
The following is a quantum chemistry calculation of an isolated molecule of C3H4Cl2, from OMol25.

Computed properties:
- Net charge: 0
- Highest occupied orbital energy (spin up / spin down): -8.30 / -7.92 eV

Last columns: bonded neighbours and bond lengths (Å).
Element x y z (Å)
1 Cl 1.9749 -0.4904 -2.2466  C5 1.726
2 Cl 0.1077 1.6643 -2.4605  C5 1.769
3 C -0.5450 -0.4706 -0.0600  C4 1.453, H6 1.006, H9 1.076
4 C 0.4696 0.5574 0.0963  C3 1.453, C5 1.529, H7 1.128, H8 1.079
5 C 0.9598 0.5806 -1.3516  Cl1 1.726, Cl2 1.769, C4 1.529
6 H -0.2035 -1.4132 0.0290  C3 1.006
7 H -0.0973 1.4892 0.3849  C4 1.128
8 H 1.2895 0.1651 0.6781  C4 1.079
9 H -1.4823 -0.1126 -0.4475  C3 1.076

Löwdin population analysis, charges in e, atoms 1 to 2: Cl 0.587; Cl 0.540

=====

Stability verdict: model one, ahead by 0.0387 hartree

=====

Model one:
The following is a quantum chemistry calculation of an isolated molecule of C3H4Cl2, from OMol25.

Computed properties:
- Net charge: 0
- Highest occupied orbital energy: -10.34 eV
- SMILES: Cl[C@@H]1C[C@H]1Cl

Last columns: bonded neighbours and bond lengths (Å).
Element x y z (Å)
1 Cl -2.1924 -1.0983 -0.0494  C4 1.817
2 Cl 2.0862 -1.1395 0.0601  C3 1.740
3 C 0.6194 -0.3602 -0.4585  Cl2 1.740, C4 1.406, C5 1.458, H9 0.991
4 C -0.5128 -0.5374 0.3568  Cl1 1.817, C3 1.406, C5 1.492, H6 1.162
5 C -0.0053 0.8393 0.0858  C3 1.458, C4 1.492, H7 1.262, H8 1.157
6 H -0.5248 -0.4954 1.5183  C4 1.162
7 H -0.2762 1.5740 -0.9044  C5 1.262
8 H 0.2376 1.6887 0.8333  C5 1.157
9 H 0.5684 -0.4714 -1.4420  C3 0.991

Löwdin population analysis, charges in e, atoms 1 to 2: Cl 0.536; Cl 0.635

=====

Model two:
The following is a quantum chemistry calculation of an isolated molecule of C3H4Cl2, from OMol25.

Computed properties:
- Net charge: 0
- Highest occupied orbital energy: -10.43 eV
- SMILES: C=CC(Cl)Cl

Last columns: bonded neighbours and bond lengths (Å).
Element x y z (Å)
1 Cl 1.4570 1.8073 -0.1155  C4 1.714
2 Cl 2.4080 -0.8743 -0.0769  C4 1.803
3 C -1.4251 -0.2733 0.0900  C5 1.334, H8 1.019, H9 1.052
4 C 0.9815 0.1919 0.2044  Cl1 1.714, Cl2 1.803, C5 1.505, H7 1.091
5 C -0.2531 -0.2293 -0.5461  C3 1.334, C4 1.505, H6 1.100
6 H -0.0948 -0.2704 -1.6335  C5 1.100
7 H 0.7828 0.1414 1.2755  C4 1.091
8 H -2.3515 -0.3183 -0.3324  C3 1.019
9 H -1.5050 -0.1750 1.1345  C3 1.052

Löwdin population analysis, charges in e, atoms 1 to 2: Cl 0.617; Cl 0.527

=====

Stability verdict: model two, ahead by 0.0632 hartree

=====

Model one:
The following is a quantum chemistry calculation of an isolated molecule of C4H12N4, from OMol25.

Computed properties:
- Net charge: 0
- Highest occupied orbital energy: -7.19 eV

Last columns: bonded neighbours and bond lengths (Å).
Element x y z (Å)
1 N 1.6786 0.3425 0.2972  C6 1.764, C8 1.795, H14 1.017, H17 1.019
2 N -1.5919 0.1737 -0.6696  C5 1.442, H13 1.013, H18 1.020
3 N 0.0627 2.2851 0.4364  C8 1.300, H12 1.018
4 N -1.1144 -1.0139 1.4375  C5 1.451, H9 1.016, H20 1.015
5 C -0.6160 -0.2728 0.2934  N2 1.442, N4 1.451, C6 1.480, C8 1.713
6 C 0.5840 -0.9070 -0.2975  N1 1.764, C5 1.480, C7 1.503, H15 1.088
7 C 0.8069 -0.9808 -1.7816  C6 1.503, H10 1.090, H11 1.088, H16 1.093
8 C 0.1836 1.0949 0.9447  N1 1.795, N3 1.300, C5 1.713, H19 1.099
9 H -1.7523 -0.4302 1.9713  N4 1.016
10 H 1.8435 -1.2398 -1.9953  C7 1.090
11 H 0.5564 -0.0264 -2.2404  C7 1.088
12 H -0.3795 2.9361 1.0829  N3 1.018
13 H -2.5583 0.0113 -0.4138  N2 1.013
14 H 1.8579 1.0087 -0.4496  N1 1.017
15 H 0.8977 -1.8035 0.2337  C6 1.088
16 H 0.1670 -1.7596 -2.2052  C7 1.093
17 H 2.3412 0.3131 1.0702  N1 1.019
18 H -1.4847 1.1642 -0.8899  N2 1.020
19 H 0.1380 0.9473 2.0323  C8 1.099
20 H -1.6203 -1.8431 1.1434  N4 1.015

Löwdin population analysis, charges in e, atoms 1 to 2: N 0.114; N 0.071

=====

Model two:
The following is a quantum chemistry calculation of an isolated molecule of C4H12N4, from OMol25.

Computed properties:
- Net charge: 0
- Highest occupied orbital energy: -8.82 eV
- SMILES: C/C(=N/[C@H](C)N)NN

Last columns: bonded neighbours and bond lengths (Å).
Element x y z (Å)
1 N -1.8702 -0.2661 -1.8889  C5 1.452, H10 1.015, H12 1.015
2 N 0.9215 1.7128 0.8303  N4 1.406, H15 1.022, H16 1.017
3 N -0.2018 -0.8009 -0.3092  C5 1.445, C8 1.258
4 N 1.6181 0.6091 0.3070  N2 1.406, C8 1.396, H17 1.029
5 C -1.0970 0.2367 -0.7672  N1 1.452, N3 1.445, C7 1.527, H14 1.101
6 C 1.8187 -1.8050 0.4423  C8 1.504, H9 1.091, H18 1.082, H19 1.090
7 C -2.0564 0.6529 0.3460  C5 1.527, H11 1.091, H13 1.086, H20 1.081
8 C 0.9613 -0.6101 0.1297  N3 1.258, N4 1.396, C6 1.504
9 H 2.1224 -1.8021 1.4899  C6 1.091
10 H -2.4012 -1.0736 -1.5800  N1 1.015
11 H -2.5097 -0.2365 0.7855  C7 1.091
12 H -1.2392 -0.5880 -2.6164  N1 1.015
13 H -2.8354 1.2819 -0.0748  C7 1.086
14 H -0.5489 1.1222 -1.1240  C5 1.101
15 H 1.0471 1.8119 1.8399  N2 1.022
16 H 1.2369 2.5635 0.3710  N2 1.017
17 H 2.5814 0.5011 0.6518  N4 1.029
18 H 1.2595 -2.7073 0.2331  C6 1.082
19 H 2.7136 -1.7956 -0.1799  C6 1.090
20 H -1.5209 1.1929 1.1140  C7 1.081

Löwdin population analysis, charges in e, atoms 1 to 2: N 0.025; N 0.007

=====

Stability verdict: model two, ahead by 0.0735 hartree

=====

Model one:
The following is a quantum chemistry calculation of a cluster of 3 separate species, C4H12N4 in total, from OMol25.

Computed properties:
- Net charge: 0
- Highest occupied orbital energy: -8.30 eV
- SMILES: [H]/N=N/N.C=NC.C=C

Last columns: bonded neighbours and bond lengths (Å).
Element x y z (Å)
1 N 0.4498 -0.1228 -2.7348  N2 1.255, H11 1.023
2 N -0.7442 -0.5074 -2.7509  N1 1.255, N3 1.320
3 N -1.2012 -0.8516 -3.9403  N2 1.320, H10 1.004, H18 1.017
4 N 0.1441 -0.0046 0.5858  C7 1.434, C8 1.279
5 C 0.7812 0.7225 2.7129  C6 1.331, H13 1.115, H17 1.081
6 C 1.1160 1.9889 2.4745  C5 1.331, H12 1.076, H20 1.079
7 C -1.2581 -0.3012 0.6260  N4 1.434, H14 1.088, H15 1.099, H19 1.091
8 C 0.9942 -0.9481 0.4378  N4 1.279, H9 1.096, H16 1.081
9 H 0.7236 -2.0094 0.4143  C8 1.096
10 H -2.1829 -1.0534 -4.0041  N3 1.004
11 H 0.6930 0.1062 -1.7684  N1 1.023
12 H 0.4282 2.7207 2.0887  C6 1.076
13 H 1.5483 -0.0854 2.7603  C5 1.115
14 H -1.6753 -0.1542 -0.3681  C7 1.088
15 H -1.4751 -1.3221 0.9704  C7 1.099
16 H 2.0276 -0.6829 0.2624  C8 1.081
17 H -0.1343 0.4666 3.2275  C5 1.081
18 H -0.6330 -0.7161 -4.7729  N3 1.017
19 H -1.7401 0.4194 1.2878  C7 1.091
20 H 2.1382 2.3349 2.4911  C6 1.079

Löwdin population analysis, charges in e, atoms 1 to 2: N 0.025; N -0.189

=====

Model two:
The following is a quantum chemistry calculation of a cluster of 2 separate species, C4H12N4 in total, from OMol25.

Computed properties:
- Net charge: 0
- Highest occupied orbital energy (spin up / spin down): -6.68 / -6.68 eV
- SMILES: C/C=C\N.C/N=N/N

Last columns: bonded neighbours and bond lengths (Å).
Element x y z (Å)
1 N -1.7351 -0.4873 1.1324  C8 1.352, H11 1.008, H20 1.008
2 N 1.3071 0.1646 -0.3697  N3 1.363, N4 1.336
3 N 1.2895 -0.0959 0.9678  N2 1.363, C7 1.442
4 N 2.2567 -0.5729 -0.9533  N2 1.336, H13 1.019, H18 1.010
5 C -1.2581 0.5694 -1.6045  C6 1.501, H9 1.095, H15 1.090, H19 1.093
6 C -0.6564 -0.6825 -1.0366  C5 1.501, C8 1.395, H17 1.082
7 C 1.0537 1.1194 1.7067  N3 1.442, H10 1.093, H12 1.105, H16 1.098
8 C -0.8724 -1.0873 0.2812  N1 1.352, C6 1.395, H14 1.079
9 H -2.3519 0.5923 -1.5518  C5 1.095
10 H 1.5698 1.0430 2.6672  C7 1.093
11 H -2.1468 0.3894 0.8520  N1 1.008
12 H -0.0171 1.2698 1.9335  C7 1.105
13 H 2.4995 -1.4393 -0.4747  N4 1.019
14 H -0.4616 -2.0236 0.6269  C8 1.079
15 H -0.9641 0.6879 -2.6476  C5 1.090
16 H 1.3970 2.0239 1.1866  C7 1.098
17 H -0.4011 -1.4658 -1.7386  C6 1.082
18 H 2.2220 -0.5762 -1.9622  N4 1.010
19 H -0.8768 1.4446 -1.0718  C5 1.093
20 H -1.8540 -0.8736 2.0564  N1 1.008

Löwdin population analysis, charges in e, atoms 1 to 2: N 0.100; N -0.105

=====

Stability verdict: model two, ahead by 0.0038 hartree

=====

Model one:
The following is a quantum chemistry calculation of a cluster of 2 separate species, C2H4O3PS in total, from OMol25.

Computed properties:
- Net charge: -1
- Highest occupied orbital energy: -3.48 eV

Last columns: bonded neighbours and bond lengths (Å).
Element x y z (Å)
1 S -4.1597 -0.5935 0.2338  P2 2.253, H11 1.278
2 P -2.1283 -0.6283 -0.7400  S1 2.253, O3 1.626, O5 1.504
3 O -1.3483 -0.1833 0.6158  P2 1.626, H10 0.961
4 O -1.3929 2.5352 0.8784  C7 1.177
5 O -2.1998 0.6553 -1.5208  P2 1.504
6 C 0.2176 2.2959 -0.9065  C7 1.278, H8 1.135, H9 1.111
7 C -0.5201 2.2632 0.1370  O4 1.177, C6 1.278
8 H 1.2689 2.6143 -0.6227  C6 1.135
9 H 0.2051 1.6195 -1.7873  C6 1.111
10 H -1.9264 -0.0083 1.3635  O3 0.961
11 H -3.4343 -1.6044 0.5274  S1 1.278

Löwdin population analysis, charges in e, atoms 1 to 2: S 0.236; P 0.294

=====

Model two:
The following is a quantum chemistry calculation of a cluster of 2 separate species, C2H4O3PS in total, from OMol25.

Computed properties:
- Net charge: -1
- Highest occupied orbital energy (spin up / spin down): -5.30 / -4.73 eV

Last columns: bonded neighbours and bond lengths (Å).
Element x y z (Å)
1 S -2.9256 0.4740 0.1630  O3 1.482, O4 1.489, O5 1.439, C7 1.783
2 P -0.6812 -1.0984 -1.3594  C7 1.673, H8 1.486
3 O -3.4488 0.2277 -1.2020  S1 1.482
4 O -2.4537 1.8520 0.4725  S1 1.489
5 O -3.6666 -0.1711 1.2148  S1 1.439
6 C 0.2253 -0.7226 2.0345  H9 1.150, H10 1.039, H11 1.143
7 C -1.5523 -0.6507 -0.0035  S1 1.783, P2 1.673
8 H -1.8661 -0.8389 -2.2177  P2 1.486
9 H -0.6678 -0.1934 2.5295  C6 1.150
10 H 0.2776 -1.7580 1.9630  C6 1.039
11 H 1.2526 -0.2223 2.0031  C6 1.143

Löwdin population analysis, charges in e, atoms 1 to 2: S 0.278; P 0.680

=====

Stability verdict: model one, ahead by 0.1765 hartree